(1)
DFT (ωB97M-V with the def2-TZVPD basis set) results for 12 unconnected molecules or ions with the total composition C5H37N2O12 at a distorted geometry.

```
! RIJCOSX wB97M-V def2-TZVPD def2/J DEFGRID3
* xyz 1 1
C -0.392 2.022 0.618
O -1.729 2.244 0.173
C -0.228 0.547 0.928
C 1.264 0.266 1.289
C 1.859 -0.897 0.476
C 1.939 -2.151 -1.598
N 1.762 -0.813 -0.966
N -1.059 -0.023 2.097
H 0.407 2.228 -0.102
H -0.270 2.744 1.424
H -1.738 2.464 -0.755
H -0.624 -0.028 0.104
H 1.933 1.086 1.043
H 1.273 0.005 2.340
H 2.927 -0.917 0.719
H 1.521 -1.855 0.900
H 1.752 -1.924 -2.642
H 1.272 -2.893 -1.149
H 2.936 -2.564 -1.431
H 0.832 -0.584 -1.231
H -0.509 -0.810 2.433
H -1.072 0.702 2.815
H -2.025 -0.210 1.786
H -3.052 -1.286 -0.087
H -1.909 -0.924 -1.176
O -2.314 -1.627 -0.607
H -1.909 -0.232 -3.423
H -1.811 1.086 -2.627
O -1.564 0.153 -2.604
H -4.313 0.397 0.541
H -4.472 -0.814 1.597
O -3.872 -0.270 1.104
H -0.007 -2.444 3.398
H 0.932 -1.763 4.489
O 0.438 -1.624 3.660
H -2.285 -4.790 -0.663
H -2.242 -3.244 -0.463
O -1.822 -4.105 -0.245
H 3.894 2.162 -1.355
H 4.105 3.640 -1.252
O 3.447 2.965 -1.076
H -0.265 2.587 -2.698
H -1.857 3.033 -3.137
O -1.262 2.497 -2.596
H 3.585 0.598 -2.138
H 4.567 0.401 -3.448
O 4.003 0.952 -2.967
H -2.186 3.008 3.436
H -0.933 2.987 3.806
O -1.533 2.331 3.489
H 2.098 2.847 -2.276
H 1.742 1.591 -3.077
O 1.387 2.454 -2.844
H -0.266 -4.162 2.359
H -1.485 -3.645 1.455
O -0.871 -3.391 2.153
*
```

Summary:
**Calculated total energy**: -1224.8775 hartree
**Relative energy (zero: lowest compared OMol25 entry of this formula, charge and spin)**: 2.475 eV
**HOMO-LUMO gap**: 9.5 eV
**F_max**: 3.7 eV Å⁻¹
**LUMO**: -2.23 eV

***

(2)
DFT (ωB97M-V with the def2-TZVPD basis set) results for C3H3NO2 in the gas phase at a distorted geometry.

```
! RIJCOSX wB97M-V def2-TZVPD def2/J DEFGRID3
* xyz 0 1
N -2.086 1.418 0.283
C -1.444 0.475 0.099
C -0.600 -0.696 -0.189
O 0.632 -0.286 -0.778
C 1.451 0.382 0.061
O 1.230 0.567 1.224
H -1.090 -1.327 -0.932
H -0.425 -1.265 0.728
H 2.331 0.731 -0.496
*
```

Summary:
**Calculated total energy**: -321.3321 hartree
**Relative energy (zero: lowest compared OMol25 entry of this formula, charge and spin)**: 1.240 eV
**HOMO-LUMO gap**: 12.1 eV
**F_max**: 1.1 eV Å⁻¹
**LUMO**: 0.68 eV

***

(3)
DFT (ωB97M-V with the def2-TZVPD basis set) results for C20H18N2O4S in the gas phase.

```
! RIJCOSX wB97M-V def2-TZVPD def2/J DEFGRID3
* xyz 0 1
C -3.146 -0.129 2.351
O -2.865 -1.169 1.447
C -1.573 -1.440 1.155
C -0.475 -0.850 1.763
C 0.812 -1.147 1.346
C 1.014 -2.039 0.303
C 2.365 -2.369 -0.212
O 2.709 -3.492 -0.505
N 3.272 -1.327 -0.343
C 3.120 0.049 -0.276
S 4.436 0.928 0.174
N 1.918 0.516 -0.683
C 1.237 1.696 -0.373
C 1.870 2.793 0.165
C 1.144 3.927 0.540
C -0.213 3.967 0.389
C -0.898 2.875 -0.180
C -2.299 2.913 -0.335
C -2.980 1.864 -0.897
O -4.327 1.855 -1.056
C -2.265 0.738 -1.347
C -0.909 0.680 -1.205
C -0.175 1.724 -0.599
C -0.080 -2.700 -0.264
C -1.368 -2.413 0.145
O -2.493 -2.975 -0.362
C -2.355 -3.984 -1.334
H -2.697 0.815 2.024
H -4.230 -0.033 2.357
H -2.799 -0.368 3.362
H -0.610 -0.142 2.564
H 1.650 -0.682 1.843
H 4.235 -1.635 -0.425
H 1.312 -0.204 -1.056
H 2.935 2.780 0.316
H 1.674 4.767 0.961
H -0.779 4.835 0.695
H -2.831 3.795 -0.004
H -4.706 2.681 -0.730
H -2.818 -0.069 -1.799
H -0.411 -0.198 -1.590
H 0.117 -3.424 -1.039
H -3.368 -4.318 -1.554
H -1.769 -4.828 -0.958
H -1.894 -3.602 -2.251
*
```

Summary:
**Calculated total energy**: -1581.6110 hartree
**Relative energy (zero: lowest compared OMol25 entry of this formula, charge and spin)**: 1.404 eV
**HOMO-LUMO gap**: 8.0 eV
**F_max**: 0.8 eV Å⁻¹
**LUMO**: -0.02 eV

***

Q: Which of these has the lowest HOMO-LUMO gap?
A: C20H18N2O4S